Here is C9H15O5ReS4Sb as an isolated structure from OMol25. Energies are from ωB97M-V with the def2-TZVPD basis set.

Summary:
- relative energy (zero: lowest compared OMol25 entry of this formula, charge and spin) (eV) = 0.000
- max |F| (eV Å⁻¹) = 0.404
- net charge = +1
- lowest unoccupied orbital energy (eV) = -5.89
- Kohn-Sham gap (eV) = 6.464

Last column: Mulliken charge in e.
CARTESIAN COORDINATES (ANGSTROEM)
H1 0.12089 5.20479 -0.19226  0.40
H2 -0.07735 -3.67669 1.55833  0.45
H3 1.72572 -2.64783 0.08147  0.37
O1 0.96751 4.72652 -0.12644  -0.46
C1 1.98965 2.58650 -0.01502  -0.74
S1 0.06933 0.64322 -1.87496  -0.30
H4 -2.43805 -2.39167 -1.11666  0.37
H5 2.25973 0.16881 2.14678  0.29
H6 -1.35120 -3.53406 -1.90801  0.48
H7 1.11155 -3.62820 -1.25017  0.44
C2 1.96229 1.20076 1.95469  -0.42
O2 -0.36756 2.95981 0.11364  -0.44
Sb1 -2.80943 1.87920 -2.22881  0.96
C3 -0.76994 -3.65931 0.71513  -1.94
C4 -1.40902 -2.55109 -1.43940  -1.39
O3 0.59908 1.92455 3.81340  -0.51
H8 2.27043 2.43620 -1.05896  0.35
S2 -2.82447 0.70435 -0.07568  -0.30
Re1 -0.56308 0.62199 0.12297  1.19
C5 0.74472 3.44964 0.01166  0.81
S3 -2.36750 4.01802 -2.30336  -0.42
C6 1.01519 -2.66606 -0.74638  -1.42
S4 -3.44619 0.35308 -3.65220  -0.36
H9 -1.78558 -3.56082 1.10081  0.43
H10 -0.64516 -1.33682 1.57717  0.64
H11 -0.69985 -4.61731 0.20093  0.46
O4 1.71911 1.29945 0.54444  -0.42
C7 -0.53972 -1.21218 0.49050  -0.74
C8 -0.43401 -2.51947 -0.25442  1.95
O5 -0.39060 1.08636 1.98658  -0.74
H12 1.28207 -1.88461 -1.45818  0.31
H13 2.81722 3.07166 0.50029  0.41
C9 0.67306 1.48698 2.71391  0.67
H14 2.76209 1.86957 2.26387  0.40
H15 -1.17092 -1.80535 -2.19568  0.23

Here is C9H15O5Yb as an isolated structure in a non-equilibrium geometry from OMol25. Energies are from ωB97M-V with the def2-TZVPD basis set.

Summary:
- 2S+1 = 2
- max |F| (eV Å⁻¹) = 3.757
- lowest unoccupied orbital energy (alpha / beta) (eV) = -0.15 / -0.56
- Kohn-Sham gap (alpha / beta) (eV) = 5.202 / 4.786

Last column: Mulliken charge in e.
CARTESIAN COORDINATES (ANGSTROEM)
O1 -2.07639 0.44023 -0.48400  -0.28
H1 1.79449 -1.76824 -2.37699  0.25
C1 -2.18331 -0.56658 -1.41352  -0.67
C2 -0.31436 -2.84897 0.69901  -0.38
H2 -2.53384 -0.33499 -2.41771  0.50
H3 -1.90177 -2.67614 -1.47103  0.33
Yb1 -0.12604 0.38299 0.79696  0.90
C3 -2.05150 -1.88136 -0.72813  -0.30
C4 2.65471 -0.03871 -1.64826  0.00
O2 2.68611 0.98567 -0.78071  -0.33
H4 1.30750 -3.12908 2.19469  0.41
H5 -2.03363 2.04876 -1.78100  0.38
H6 0.20328 -3.45646 -0.06260  0.35
C5 0.70840 -2.36170 1.67419  -0.11
H7 -2.90597 -2.12550 -0.07342  0.34
C6 -2.52577 1.74189 -0.84799  -0.78
C7 1.44086 2.63094 0.58603  -0.46
H8 -2.20599 2.40982 -0.04177  0.28
C8 1.58129 -0.75533 -2.02616  -0.66
H9 1.20646 2.22637 -1.60935  0.30
H10 2.47090 2.88991 0.91972  0.26
O3 0.96535 -1.18198 1.80679  -0.42
O4 -0.92716 -1.72601 0.14417  -0.07
C9 1.47129 1.75463 -0.65034  -0.42
H11 0.93159 3.57476 0.28650  0.18
H12 0.36094 -0.58787 -2.15406  0.11
O5 0.67818 2.04361 1.61870  -0.72
H13 -1.05994 -3.47306 1.22086  0.34
H14 3.66988 -0.32313 -1.94678  0.36
H15 -3.61546 1.72205 -0.97587  0.31

Here is C9H16Br8F3O3STi as an isolated structure in a non-equilibrium geometry from OMol25. Energies are from ωB97M-V with the def2-TZVPD basis set.

Summary:
- 2S+1 = 4
- max |F| (eV Å⁻¹) = 3.642
- lowest unoccupied orbital energy (alpha / beta) (eV) = -1.01 / -1.19
- Kohn-Sham gap (alpha / beta) (eV) = 6.685 / 8.658

Last column: Mulliken charge in e.
CARTESIAN COORDINATES (ANGSTROEM)
Ti1 -0.89812 3.83165 -1.84080  0.50
Br1 3.80815 -2.58159 -2.26767  -0.15
Br2 -1.81256 1.26792 -2.61982  -0.12
H1 0.60314 -1.66740 4.47160  0.35
H2 2.02455 0.98875 5.31724  0.42
H3 -2.38665 3.13595 1.21204  0.06
C1 -0.39065 0.46735 -3.67889  -0.50
C2 2.17580 -3.42950 -1.60491  -0.43
Br3 -0.67750 -0.25892 6.05174  -0.17
H4 -1.54278 0.39104 -5.47362  0.38
H5 2.07333 -3.11529 -0.57931  0.31
C3 0.93967 -0.92120 5.17625  -0.54
F1 -0.43817 -0.32704 -0.35593  -0.19
H6 -4.26331 2.61824 -0.25121  0.32
Br4 0.80066 -0.14654 -6.11387  -0.15
C4 1.71772 0.21788 4.61647  -0.51
Br5 -4.13786 4.66836 2.03833  -0.15
C5 -3.35554 2.93376 1.67377  -0.40
H7 0.55472 0.85879 -3.29203  0.42
Br6 -3.58004 0.34206 0.53447  -0.16
H8 1.38234 -3.05993 -2.24431  0.23
C6 0.48328 0.02030 0.51000  0.48
O1 0.25900 2.64342 -0.18468  -0.47
Br7 3.28302 -0.38965 3.65462  -0.14
H9 -5.21657 2.11091 1.09910  0.38
O2 2.06030 1.42915 -1.15444  -0.71
H10 1.14364 0.81003 3.90170  0.20
C7 2.21712 -4.90502 -1.86854  -0.55
H11 2.18841 -5.11361 -2.92858  0.37
C8 -4.19457 2.16213 0.73092  -0.49
C9 -0.58436 0.77476 -5.13204  -0.57
F2 1.34025 -0.96937 0.71276  -0.16
F3 -0.13744 0.28670 1.69273  -0.18
Br8 0.44584 -5.59202 -1.31407  -0.19
O3 2.20803 2.05753 1.11401  -0.54
S1 1.32622 1.64125 0.07343  1.15
H12 1.52122 -1.40209 5.95835  0.40
H13 -3.10136 2.46387 2.61612  0.40
H14 -0.23056 -0.60058 -3.53162  0.32
H15 -0.58757 1.83581 -5.35875  0.38
H16 2.97919 -5.47787 -1.36056  0.41

Here is one molecule with the formula C9H16BrNO3 in a non-equilibrium geometry from OMol25. Energies are from ωB97M-V with the def2-TZVPD basis set.

Summary:
- max |F| (eV Å⁻¹) = 1.789
- lowest unoccupied orbital energy (eV) = 0.60
- Kohn-Sham gap (eV) = 9.979

Last column: Mulliken charge in e.
CARTESIAN COORDINATES (ANGSTROEM)
H1 -0.23373 -0.51699 -1.70213  0.49
H2 0.78031 -1.76144 0.88629  0.35
O1 1.75373 3.12065 0.64650  -0.20
H3 0.97880 1.55254 2.40759  0.34
H4 -2.78532 -0.11520 -0.16150  0.40
C1 2.39125 1.84950 0.86440  -0.60
H5 -2.65987 -3.08896 -2.12498  0.29
H6 1.82224 -0.86106 -0.17921  0.47
C2 -2.97813 -1.01963 0.40742  -1.36
H7 2.02501 0.15844 2.05342  0.46
H8 3.30481 1.97622 1.43382  0.47
O2 3.74254 4.11626 0.12796  -0.45
H9 0.69823 -1.98205 -1.73409  0.39
H10 -1.47961 -2.10590 -2.92821  0.42
C3 2.53971 4.04392 0.11091  0.54
H11 -3.87243 -1.47404 -0.00512  0.40
H12 2.66455 1.40900 -0.09072  0.33
C4 0.78671 -0.98238 0.13430  -0.86
C5 1.43623 0.96164 1.62317  -0.97
C6 0.35375 0.36050 0.71326  -0.18
C7 -1.81196 -1.97803 0.36212  0.63
H13 -3.16983 -0.75878 1.43687  0.37
H14 0.19079 1.04687 -0.11517  0.32
Br1 1.49424 5.42151 -0.76276  -0.15
N1 -1.16577 -2.25714 -0.88125  0.05
C8 0.01890 -1.40080 -1.11630  -0.87
O3 -1.42398 -2.51707 1.38792  -0.57
H15 -0.58933 0.30012 1.24589  0.20
C9 -2.07674 -2.18170 -2.02673  -1.13
H16 -2.73507 -1.31600 -2.01369  0.41

Here is a 2-piece molecular cluster, C9H16ClNO5 overall in a non-equilibrium geometry from OMol25. Energies are from ωB97M-V with the def2-TZVPD basis set.

Summary:
- relative energy (zero: lowest compared OMol25 entry of this formula, charge and spin) (eV) = 0.482
- max |F| (eV Å⁻¹) = 3.557
- lowest unoccupied orbital energy (eV) = -1.30
- Kohn-Sham gap (eV) = 4.029

Last column: Mulliken charge in e.
CARTESIAN COORDINATES (ANGSTROEM)
H1 2.57647 -3.22486 1.44343  0.31
O1 2.01252 1.12468 1.03799  -0.46
H2 1.90814 -3.26874 -0.22022  0.24
N1 -1.45476 -0.79722 -2.30425  0.12
H3 -0.48794 1.05096 -2.19411  0.46
H4 -0.88526 -2.62692 -1.40788  0.31
O2 2.18690 -1.36855 0.57583  -0.19
C1 0.97914 0.39425 1.41200  0.95
C2 1.86880 2.28809 0.13751  -0.53
C3 -1.35422 -2.27257 -2.33272  -0.88
H5 3.59259 -2.70049 0.05361  0.23
O3 -1.34727 0.44195 1.94816  -0.67
H6 -1.13771 2.44663 4.26192  0.27
C4 2.58207 -2.73663 0.46259  -0.73
C5 -0.24259 0.96219 2.00095  0.31
H7 -3.51384 -0.98763 -2.57049  0.29
C6 -0.99882 2.87393 3.25928  -0.71
H8 1.26935 3.04333 0.65079  0.25
O4 0.02662 2.17101 2.54316  -0.28
C7 -0.39774 -0.03913 -2.20481  -0.12
H9 1.41755 1.95639 -0.80299  0.05
C8 -2.78222 -0.18710 -2.45919  -0.83
O5 0.48616 -1.84720 2.03965  -0.69
C9 1.13978 -1.06124 1.37461  0.17
H10 -2.37008 -2.65962 -2.41581  0.31
Cl1 1.18398 -0.62871 -2.21800  -0.03
H11 -0.62069 3.89435 3.34352  0.23
H12 -3.02439 0.42302 -1.58127  0.33
H13 -1.94785 2.85446 2.71024  0.31
H14 -2.80559 0.45853 -3.34622  0.36
H15 2.89781 2.61374 -0.00413  0.24
H16 -0.75693 -2.59094 -3.19313  0.37

Here is a 2-piece molecular cluster, C9H16ClP overall in a non-equilibrium geometry from OMol25. Energies are from ωB97M-V with the def2-TZVPD basis set.

Summary:
- relative energy (zero: lowest compared OMol25 entry of this formula, charge and spin) (eV) = 4.749
- max |F| (eV Å⁻¹) = 5.690
- lowest unoccupied orbital energy (alpha / beta) (eV) = -0.02 / -0.37
- Kohn-Sham gap (alpha / beta) (eV) = 6.368 / 5.724

Last column: Mulliken charge in e.
CARTESIAN COORDINATES (ANGSTROEM)
H1 1.04040 -2.99100 1.58837  0.40
H2 0.09770 3.22524 -1.73168  0.40
H3 -0.65532 1.59698 -1.75813  0.22
C1 -0.66808 -0.05296 1.78631  -1.20
H4 -0.40383 -3.04325 0.65975  0.29
C2 0.20007 -0.35960 0.66105  0.31
C3 0.95750 -1.49413 -0.01524  1.25
C4 0.37273 3.18769 1.10224  -1.61
H5 1.04623 1.58517 -1.24053  0.30
H6 1.30518 -0.97740 -2.02258  0.35
C5 0.58719 -1.56066 -1.49009  -1.34
C6 -0.31376 0.89743 0.76055  -0.19
H7 1.31195 2.90454 1.23533  0.48
H8 -0.12666 3.11914 2.08715  0.41
H9 0.46545 4.11827 0.57017  0.39
H10 0.66460 -2.48081 -1.84160  0.54
H11 -1.55884 2.52527 0.32415  0.31
C7 0.18305 2.21688 -1.23674  -1.12
H12 -0.35560 -0.98301 -1.68594  0.08
H13 -1.46283 -0.63680 2.18277  0.30
C8 -0.43778 2.25008 0.20331  0.80
H14 0.98598 -3.53229 -0.04290  0.50
H15 2.07986 -1.21231 0.00887  0.23
H16 -2.99117 -2.59937 0.07239  -0.02
Cl1 -2.38665 -0.56335 -0.93280  -0.21
P1 -3.39539 -1.35275 0.68264  -0.24
C9 0.65801 -2.81340 0.62017  -1.64